Record 1
# C23H67N11O8

A cluster of 8 separate species, C23H67N11O8 in total in a non-equilibrium geometry (the ωB97M-V functional and the def2-TZVPD basis, OMol25).

XYZ file:
```
109
Properties=species:S:1:pos:R:3:forces:R:3:mulliken_charge:R:1
H 6.56584 -1.31583 0.09316 0.30 -0.54 0.04 0.41
H -0.00207 2.31706 0.37234 0.04 0.40 -0.17 0.32
N 4.59827 -3.65399 -1.17419 1.05 -2.66 -0.06 -0.51
H -2.29824 -6.03875 -2.12712 0.67 0.33 -1.13 0.42
H 1.27199 0.03723 1.04513 0.66 -0.46 0.33 0.09
C -3.16311 2.13475 5.27783 -1.50 -0.26 0.43 -1.55
C 0.32441 0.46281 -0.59310 -2.76 -1.57 -1.04 0.31
C -3.19038 0.13298 -6.47269 -0.82 -0.27 1.72 -1.38
O -0.51442 3.97392 3.49910 0.14 -1.52 0.67 -0.25
H -1.12795 3.34793 6.39521 0.32 0.27 0.99 0.33
H -3.83240 4.63160 -2.06886 0.40 0.44 0.40 0.19
H -0.74285 4.66995 1.55639 0.04 -0.05 -0.04 0.21
N 3.99115 -1.63759 -1.68903 -0.28 2.26 -2.27 -0.31
H 5.77127 -0.85209 2.50438 0.17 0.06 0.60 0.26
C 2.33127 -0.33987 4.32904 -2.45 0.61 3.69 0.39
H 0.72755 -5.86727 0.03370 0.04 -0.03 0.35 0.39
H 4.98279 -3.69557 -2.10720 0.23 -0.97 0.69 0.14
H 3.80958 -0.69377 -1.37867 0.24 -0.10 -0.61 0.19
H 4.58629 -4.27945 -0.38124 0.64 -1.04 -0.96 0.27
H -3.60310 -0.37320 -7.34536 0.31 0.47 -0.23 0.33
H -3.14201 1.13839 5.71932 0.18 0.30 0.52 0.36
C -0.37724 4.95489 2.54292 -0.64 1.57 0.26 -0.79
H -1.24184 -0.95636 -1.58937 -0.07 0.61 -0.01 -0.07
C 3.95612 -2.58903 -0.79602 -0.09 0.74 -0.31 0.86
H -3.48834 2.92282 5.95700 -0.98 -0.35 0.18 0.38
C 6.62560 -0.24129 0.26606 -0.92 -1.08 -1.71 -0.72
N 1.55188 0.27254 0.10365 0.39 0.57 0.21 -0.24
N 0.09502 -4.71438 -3.02755 -0.49 0.01 -1.78 -0.66
H -3.25515 1.23650 -3.75070 -0.37 0.68 -0.20 0.34
H -2.28837 -7.27717 1.41147 -0.15 -0.24 -0.07 0.24
H -7.06838 4.17663 -2.15040 0.08 -0.57 0.35 0.18
H 4.63138 1.70602 2.28206 -0.13 0.35 -0.48 0.36
H 7.38133 -0.09001 1.03684 0.62 0.53 -0.40 0.44
C -2.62099 2.63476 0.52775 0.71 0.55 0.87 -0.27
H -2.82533 2.30719 1.54709 0.25 -0.25 0.33 0.23
H 3.65669 -1.31445 3.10982 -0.14 0.32 0.05 0.50
H -5.01012 1.83133 -5.22021 -0.21 0.51 -0.13 0.29
H -1.75781 -4.93272 -0.90881 0.33 0.82 -0.43 0.17
C 0.92597 -5.20022 -0.80521 -1.03 -1.52 0.76 -1.06
H 3.31460 0.75491 2.95163 -0.34 0.28 0.18 0.13
C -1.85959 2.54746 4.82753 2.90 -1.67 -1.51 0.85
H -1.98903 3.52160 0.57532 -0.31 0.42 0.21 -0.12
H -0.96127 5.78999 2.92973 -0.23 0.58 -0.56 0.36
H 2.05114 -0.49667 -0.31962 0.00 -0.29 0.47 0.08
O -1.91222 1.69536 -0.21943 1.10 -1.60 -0.62 -0.13
H 1.00859 -4.64908 -3.45327 0.05 -0.34 0.09 0.27
H -3.05595 -0.44114 -3.62630 0.05 -0.44 0.20 0.27
N -4.28084 5.21810 -1.37965 1.84 -0.20 -0.07 -0.35
H 0.63750 5.34761 2.47840 0.20 -0.54 0.03 0.26
O -4.95314 0.17753 -3.07256 0.43 -0.48 1.10 -0.39
H -5.18505 -0.16336 -0.90313 -0.55 -0.92 -0.86 0.37
C 5.30210 0.13305 0.88269 0.70 4.12 1.10 0.32
C -4.28427 0.02291 -5.36485 1.80 0.48 0.88 0.17
H -3.81751 5.88415 -0.77813 0.16 -0.24 -0.42 0.20
H 0.47466 0.90658 -1.57727 0.15 0.67 0.19 0.29
N 3.01399 -1.35070 3.88810 0.69 -4.11 -0.18 -0.28
H -1.56236 1.75554 4.14005 0.40 -0.09 -0.42 -0.03
C -5.58139 5.05161 -1.20104 -1.50 1.22 1.07 0.59
H 5.71192 2.41333 1.04745 -0.06 -0.24 -0.20 0.37
H -0.16914 -3.75881 -2.83469 -0.28 -0.20 0.67 0.18
N -5.36172 0.95464 -5.57783 -0.62 -0.55 -0.51 -0.79
C 8.04586 0.29004 -1.61985 0.24 -0.27 1.74 -0.82
N 2.76041 0.80097 3.79475 -0.49 2.18 -0.33 -0.26
N -0.83113 2.54243 5.86307 -0.68 0.47 0.01 -0.69
C -3.80171 0.30529 -3.89977 0.35 -1.40 -0.96 -0.53
C -0.56717 1.38705 0.31038 -0.74 0.99 -1.03 -0.91
H -2.64558 -5.64618 1.05874 0.06 0.45 -0.53 0.32
H 2.00954 -5.23820 -0.91718 -0.09 0.11 -0.69 0.25
H 0.33723 -1.64207 -1.50523 0.63 0.50 -0.29 0.39
C -2.63049 -6.63484 0.60001 0.91 -0.50 -0.23 -0.70
H 4.87096 -1.68070 1.49089 -0.47 -0.45 0.00 0.22
H -0.01728 2.88646 5.37379 0.57 -0.16 0.17 0.27
H 4.54195 -1.88413 -2.49893 -0.18 1.27 -0.03 0.15
C -0.33130 -0.95221 -0.99020 -0.10 0.23 0.98 -1.15
C -1.46839 -5.83289 -1.45105 -0.82 -0.01 1.36 -0.54
H -5.70360 3.09200 -1.96378 -0.01 0.41 -0.17 0.21
H -3.53645 -0.21584 -1.60667 -0.09 0.10 0.29 -0.10
H -4.66415 -0.99731 -5.31065 -0.17 -0.03 -0.29 0.38
O -6.27342 5.83241 -0.56284 0.11 0.24 0.03 -0.66
H 2.79435 -2.23796 4.31778 0.04 0.13 -0.24 0.19
H 2.17071 1.58034 4.04958 0.35 0.20 -0.51 0.12
C 0.01617 -5.70536 -1.97882 -0.01 1.30 1.48 0.36
C -4.53422 0.21468 -1.69155 0.07 1.13 -0.26 0.20
H -2.09992 4.64011 4.69935 0.39 0.53 0.35 0.42
H 6.27576 1.45545 2.42480 0.48 -0.27 -0.24 0.38
H 0.61820 -4.21001 -0.46928 0.03 0.12 -0.27 0.17
N -6.12937 3.99723 -1.82457 -1.07 -1.34 -1.24 -0.33
H 8.04231 0.83832 -2.56191 -0.02 -0.35 0.10 0.24
O 3.43326 -2.50026 0.27096 -1.60 0.35 3.13 -0.73
H -0.56451 -1.53779 -0.10092 -0.18 0.22 0.42 0.35
H -2.28384 -0.36884 -6.13436 0.07 -0.14 -0.16 0.34
H -3.76530 1.98483 4.38173 -0.63 0.56 0.19 0.32
O -1.67031 -6.84074 -0.44612 0.92 -0.41 0.49 -0.34
C 5.50677 1.53272 1.65616 -0.60 -0.86 -0.14 -1.30
O 6.77110 0.34291 -1.02674 -0.69 0.77 0.47 -0.31
H 4.45111 0.31263 0.22568 0.29 -0.35 -0.32 -0.30
H -0.65711 1.11742 1.36267 -0.06 -0.87 0.03 0.46
O 1.46976 -0.39968 5.26332 1.67 0.16 -2.28 -0.74
H 0.35522 -6.66130 -2.37796 -0.04 -0.01 0.08 0.28
H -3.63138 -6.94972 0.30476 -0.10 0.17 -0.14 0.28
H -2.95716 1.19155 -6.58727 -0.06 -0.07 -0.53 0.35
N 4.95548 -0.76791 1.91489 0.22 -1.24 0.40 -0.28
H -5.97721 0.60844 -4.85573 -0.95 0.67 -0.04 0.42
H -4.53321 1.26649 -1.40558 0.76 0.32 0.03 -0.25
H 8.73202 0.72697 -0.89434 0.45 0.55 -0.29 0.34
H 8.37884 -0.74765 -1.64033 0.03 -0.27 -0.86 0.33
C -1.81516 3.81247 4.04972 -0.56 0.69 -0.49 -0.72
H -2.61802 3.82956 3.31268 0.15 -0.18 -0.68 0.34
H -3.60515 2.92217 0.15773 0.22 -0.37 -0.79 0.13
```
Positions in Å, forces in eV/Å.

Output
Kohn-Sham gap in eV: 8.8975
Energy above the lowest of the compared OMol25 structures with the same formula, charge and spin in kcal/mol: 100.83
SMILES string: COC[C@H](C)N.COC[C@H](C)N.COC[C@H](C)N.COC[C@H](C)N.COC[C@H](C)N.NC(N)=O.NC(N)=O.NC(N)=O

***

Record 2
# C23H67N5O8

A cluster of 8 separate species, C23H67N5O8 in total in a non-equilibrium geometry (the ωB97M-V functional and the def2-TZVPD basis, OMol25).

XYZ file:
```
103
Properties=species:S:1:pos:R:3:forces:R:3:mulliken_charge:R:1
H 0.15068 1.13661 -2.81935 -0.16 -0.30 -0.65 0.22
H -9.26619 -3.55756 -0.16431 0.16 -0.08 0.21 0.34
C -1.22193 -10.41109 -5.26996 0.45 0.83 0.21 -1.26
H -9.00080 -1.85188 -0.43854 -0.08 0.05 -0.24 0.32
H 5.57502 7.20433 5.07414 -0.42 0.40 -0.77 0.38
H -6.01683 6.44315 2.50604 -0.31 0.08 0.69 0.31
H 2.95775 6.78824 7.77510 -0.07 0.14 -0.14 0.23
N 9.13198 1.43891 6.71663 -0.51 0.71 0.64 -0.73
H -0.50415 -5.99695 -2.61268 -0.17 0.16 -0.17 0.30
H 5.09672 5.84128 5.99946 0.12 -0.19 0.37 0.36
H -5.87022 -4.45453 -1.15182 0.12 -0.38 -0.44 0.25
H -1.29189 3.04466 -7.14986 0.07 0.13 -0.11 0.20
H -7.32098 4.17072 2.15861 -0.07 1.00 -0.09 0.34
H -6.18328 3.12875 1.54814 0.12 -0.44 0.14 0.37
H 6.70817 0.71390 2.54843 0.41 0.44 0.18 0.32
C 1.62224 -7.12624 -6.60201 -0.45 0.43 -0.29 -0.82
C -7.33917 -3.09763 -1.01784 -0.05 -0.05 -0.25 0.67
H -2.16931 -10.94745 -5.32372 -0.06 0.17 0.35 0.37
O 1.27963 -0.26946 -1.77120 -0.09 0.48 0.21 -0.51
H 6.03747 8.41801 8.51096 -0.38 0.48 -0.10 0.36
O -0.94297 -5.80637 -1.78039 -0.19 -0.20 -0.24 -0.48
O 8.26224 -0.26701 3.63081 -0.31 0.51 0.16 -0.32
H -7.89320 -1.99157 -3.44670 0.08 -0.44 0.46 0.30
H 7.03881 0.59946 5.12265 -0.46 -0.93 0.16 0.36
H -8.31447 -0.37033 -3.43676 0.48 0.61 0.17 0.29
H 1.82232 -7.13226 -7.67347 -0.08 -0.89 -0.29 0.33
C -7.45587 -1.01380 -3.24473 -0.14 -0.75 -0.23 -0.80
H -6.67023 -0.93607 -3.99628 0.08 0.52 -0.12 0.31
O 3.47448 6.63419 5.06209 0.14 0.52 -0.31 -0.32
H -1.20216 -9.65805 -4.48215 -0.37 0.02 0.12 0.29
C -0.93989 3.85872 -7.78349 -0.52 1.46 -0.27 -0.45
H -1.34502 4.82545 -7.48451 -0.62 -0.16 0.56 0.22
C 0.40647 -9.11906 -6.88193 -0.79 -0.50 0.97 -0.68
C -6.30544 -1.98681 -1.37073 -1.35 0.54 0.18 -0.71
C -0.18453 -6.47118 -0.78207 0.49 0.42 -0.31 -0.49
C 8.68503 -1.00088 6.70188 -0.24 0.27 -1.44 -1.29
H -1.76415 -9.14384 -6.96539 0.00 0.08 0.14 0.25
H -4.55473 4.54961 0.85889 0.64 0.10 0.76 0.31
H 1.76566 1.59342 -2.46976 0.36 -0.25 -0.22 0.20
C 4.63107 7.74108 6.96248 0.00 -1.35 -0.50 0.64
H 2.53112 -7.41444 -6.07382 -0.10 -0.26 0.15 0.31
O 0.44789 -7.87028 -6.21537 1.03 0.79 -0.62 -0.28
C 1.16709 0.74349 -2.79753 0.28 -0.84 1.22 -0.45
H 9.41659 -1.40237 7.40311 0.37 0.46 -0.13 0.37
H 8.46209 -1.80273 5.99801 -0.10 -0.19 0.04 0.32
H -1.86619 -11.46076 -7.50371 -0.04 -0.07 -0.05 0.25
H -7.10951 6.06575 0.40923 -0.15 -0.17 0.65 0.31
H -0.84306 -6.70096 0.05557 0.23 -0.06 -0.05 0.21
C -6.23768 4.05864 2.11421 -0.16 -2.00 -0.81 -1.49
C 7.16249 -0.25333 2.76328 -0.59 -0.85 -0.63 -0.77
H 2.64120 5.64624 3.35000 -0.36 0.95 0.37 0.28
N 3.90047 7.04350 8.03242 0.23 -0.13 -0.33 -0.72
O -5.54239 6.56159 -0.61484 0.22 0.41 0.35 -0.36
H 4.36352 6.00282 3.32620 0.11 -0.14 -0.18 0.31
H 9.63295 1.22212 7.56641 0.62 -0.10 0.00 0.27
O -6.94185 -0.83555 -1.93979 -0.26 -0.08 0.05 -0.31
H -4.76410 6.89712 1.72930 0.62 0.30 -0.14 0.29
H 6.35549 -0.87455 3.15178 -0.19 -0.11 0.27 0.31
H 1.48856 -6.04847 -6.50913 -0.48 -0.04 0.92 0.29
H 0.63706 -5.81350 -0.49826 -0.02 0.08 0.58 0.23
H -1.30333 3.76933 -8.80722 0.11 -0.60 -0.22 0.23
H 0.77748 -1.03336 -2.06429 -0.04 -0.01 0.03 0.30
H 0.31339 -7.35254 -1.18628 -0.35 -0.39 0.16 0.23
H 6.65955 8.59420 6.85717 -0.25 0.31 -0.06 0.37
H 0.77760 4.84775 -7.90395 -0.40 -0.02 -0.08 0.30
C 3.53109 5.72823 3.97409 0.48 -0.35 -0.08 -0.75
C 4.75215 6.82476 5.67987 -0.63 -0.07 1.65 -0.81
H -3.74152 5.60670 -1.09055 0.44 0.40 0.39 0.29
C 9.07370 0.27572 5.86346 -0.31 -0.47 0.19 0.32
N -6.68430 -4.31389 -0.57079 0.61 0.02 0.45 -0.75
C 6.02122 7.99505 7.50650 1.00 -0.08 0.13 -1.41
H 0.64350 -9.01546 -7.94079 -0.38 0.06 -0.16 0.43
H -7.78650 -3.39455 -1.96643 -0.22 0.20 -0.11 0.04
H 7.77898 -0.79444 7.27157 -0.13 0.09 -0.03 0.31
H -0.25485 -11.65892 -7.48421 0.21 0.18 0.40 0.24
O 0.44643 3.97093 -7.69623 1.36 -0.81 0.12 -0.51
H -5.78800 -1.61565 -0.48609 -0.03 -0.05 0.13 0.31
H 8.20100 1.52977 7.09759 -0.51 0.51 0.02 0.27
H -0.44313 -11.13067 -5.01743 0.09 -0.09 -0.14 0.30
C -4.55098 6.18740 -1.53287 -0.02 -0.45 0.15 -0.67
H 10.08016 0.19847 5.45216 -0.13 -0.45 -0.38 0.28
C -8.52256 -2.76474 -0.08345 0.11 0.84 -0.78 -1.27
H 6.60176 7.08756 7.67241 -0.32 -0.49 -0.29 0.35
C -5.39489 5.05833 1.33160 -1.54 -0.87 -0.15 0.47
C 8.05008 0.60392 4.71593 0.93 -0.17 1.18 -0.75
H -4.21415 7.12908 -1.96633 0.25 -0.34 -0.14 0.24
H -5.92175 3.82160 3.13014 0.42 0.37 -0.14 0.39
C -0.96416 -9.81099 -6.64442 0.96 -1.53 -1.26 0.41
H -8.32275 -2.52780 0.96156 0.53 -0.45 0.06 0.35
H 3.64264 4.69314 4.29695 0.51 -0.14 0.41 0.29
H -6.51530 4.79185 -0.57264 0.19 -0.71 0.15 0.38
H -4.91010 5.49033 -2.28999 -0.52 0.21 -0.43 0.30
H 8.08357 1.65339 4.42339 0.88 0.22 -0.27 0.48
H -6.25098 -4.11156 0.31881 -0.08 -0.12 0.58 0.29
H -5.55001 -2.35069 -2.06717 0.07 -0.38 -0.11 0.38
H 3.87412 7.63971 8.84724 -0.18 -0.02 0.10 0.21
H 1.15142 -9.79174 -6.45689 0.42 -0.15 0.10 0.28
H 1.56389 0.23565 -3.67659 -0.35 0.92 -0.58 0.24
N -0.98708 -10.97325 -7.60168 -0.41 1.00 -0.53 -0.71
H 7.43537 -0.70619 1.81010 0.29 0.09 0.04 0.26
H 4.14516 8.67891 6.69327 0.01 0.16 -0.27 0.23
N -5.09901 6.10340 2.25653 0.61 1.20 -0.07 -0.74
C -6.18882 5.54666 0.14273 -0.74 0.91 -1.33 -0.74
```
Positions in Å, forces in eV/Å.

Output
Kohn-Sham gap in eV: 9.5283
Energy above the lowest of the compared OMol25 structures with the same formula, charge and spin in kcal/mol: 77.50
SMILES string: COC[C@H](C)N.COC[C@H](C)N.COC[C@H](C)N.COC[C@H](C)N.COC[C@H](C)N.CO.CO.CO

***

Q: Among the records above, which one has the lowest energy above the lowest of the compared OMol25 structures with the same formula, charge and spin?
A: C23H67N5O8

***

Q: Among the records above, which one has the lowest energy above the lowest of the compared OMol25 structures with the same formula, charge and spin?
A: C23H67N5O8

***

Q: The lowest energy above the lowest of the compared OMol25 structures with the same formula, charge and spin belongs to which entry?
A: C23H67N5O8

***

Q: The lowest Kohn-Sham gap belongs to which entry?
A: C23H67N11O8